Entry from the Open Molecules 2025 dataset: an isolated ion of composition C2H3O3S and charge -1 at a distorted geometry (wB97M-V/def2-TZVPD).

CARTESIAN COORDINATES (ANGSTROEM)
O (-1.74, 0.39, 0.95)
C (-0.67, -0.15, 1.28)
O (-0.17, -0.38, 2.37)
C (0.16, -0.57, -0.02)
O (-0.69, -0.53, -1.10)
S (1.56, 0.63, -0.22)
H (0.65, -1.55, 0.07)
H (-1.45, -0.01, -0.72)
H (0.96, 1.64, 0.41)

* charge: -1
* HOMO: -0.1665 Eh
* structure (SMILES): O=C([O-])[C@@H](O)S
* largest force on an atom: 1.38 eV Å⁻¹
* energy relative to the best compared isomer or geometry (same formula, charge and spin): 0.0000 eV
* E_tot: -701.99483 a.u.